{
  "formula": "CH6N3O2",
  "method": "the ωB97M-V functional and the def2-TZVPD basis",
  "de_lowest_kcal_mol": 36.7,
  "homo_lumo_gap_ev": 10.5,
  "smiles": "N/C(=N/O)[NH2+]O",
  "charge": 1,
  "multiplicity": 1,
  "e_tot_ev": -9688.3735,
  "fmax_ev_per_a": 4.0,
  "symbols": ["N", "C", "N", "O", "N", "O", "H", "H", "H", "H", "H", "H"],
  "xyz": [[1.3182, -1.1849, 0.2517], [0.1689, -0.6017, -0.0222], [-1.0179, -1.0073, 0.1546], [-2.0761, -0.1043, -0.1959], [0.3356, 0.8837, -0.5969], [0.1970, 1.6932, 0.5343], [1.5033, -2.1878, 0.3777], [2.0456, -0.5163, 0.6985], [-2.8984, -0.5994, 0.0450], [1.2710, 1.1133, -0.9216], [-0.3708, 1.1840, -1.3977], [-0.4767, 1.3273, 1.0726]],
  "atomic_forces_ev_per_a": [[3.666, 1.134, 1.021], [-2.401, 1.114, -1.465], [-0.643, 0.493, 0.331], [0.958, -1.001, 0.060], [-1.815, -0.395, -0.248], [1.541, 1.611, -1.056], [-0.688, 0.802, -0.099], [-1.541, -1.934, -0.957], [1.019, 0.343, -0.251], [0.294, -0.372, -0.214], [1.247, -0.996, 2.024], [-1.636, -0.797, 0.853]]
}